Density functional theory data (ωB97M-V/def2-TZVPD) for a structure of composition C26H40Cl3N4O3SiTi at a distorted geometry.

Results
F_max: 0.0798 Eh/bohr
relative energy (zero: lowest compared OMol25 entry of this formula, charge and spin): 158.6 kcal per mole
total charge: -1
Kohn-Sham gap (spin up / spin down): 0.1360 / 0.1356 Ha
multiplicity: 3

Positions of all 78 atoms, in Å:
C  -1.930  -2.559  -4.189
C  -1.216  -2.854  -2.888
H  -2.477  -3.420  -4.576
H  -1.185  -2.285  -4.950
H  -2.635  -1.737  -4.046
C  -0.427  -4.005  -2.737
C  0.293  -4.740  -3.807
H  -0.246  -4.391  -1.731
H  1.093  -4.150  -4.282
H  -0.323  -5.189  -4.602
H  0.773  -5.601  -3.316
Ti  0.377  2.088  0.947
Cl  -1.832  2.557  0.670
Cl  1.989  3.551  0.425
H  1.703  6.066  4.191
H  -0.384  7.045  4.420
C  1.359  5.098  3.844
C  -0.661  6.556  3.481
N  -0.025  5.246  3.439
H  1.405  4.361  4.647
C  -0.603  4.167  2.931
O  0.073  3.111  2.720
H  -1.759  6.462  3.423
H  -1.663  4.196  2.674
H  1.961  4.732  3.001
H  -0.330  7.208  2.651
H  1.923  -0.498  -2.587
H  2.240  -3.595  -1.258
C  2.856  -0.760  -2.069
C  3.014  -2.915  -0.872
N  2.572  -1.517  -0.851
H  3.412  0.152  -1.826
C  2.462  -0.862  0.345
O  2.344  0.373  0.476
H  3.281  -3.250  0.140
H  2.498  -1.570  1.204
H  3.454  -1.406  -2.720
H  3.884  -3.023  -1.531
O  -0.696  -1.588  -2.269
C  -1.724  -2.150  -1.496
C  -0.153  -3.006  0.331
C  -1.452  -2.837  -0.190
H  0.687  -2.650  -0.270
C  0.093  -3.594  1.570
H  -2.589  -1.485  -1.587
C  -2.515  -3.360  0.627
H  1.103  -3.627  1.988
C  -0.957  -4.120  2.336
C  -2.257  -4.000  1.844
H  -3.546  -3.274  0.276
H  -0.787  -4.564  3.319
H  -3.090  -4.381  2.440
Si  -0.759  2.403  -2.831
Cl  0.148  1.065  -1.077
C  0.642  3.222  -3.747
C  -1.308  4.055  -2.057
C  -1.970  1.426  -3.803
H  1.598  2.692  -3.795
H  0.841  4.224  -3.312
H  0.290  3.401  -4.778
H  -1.483  0.776  -4.541
H  -2.568  2.162  -4.370
H  -2.628  0.802  -3.194
H  -2.363  4.112  -1.719
H  -1.212  4.801  -2.883
H  -0.670  4.434  -1.245
N  2.912  -1.572  5.670
C  2.037  -1.181  4.993
C  0.946  -0.738  4.145
C  -0.355  -1.198  4.388
C  -1.349  -0.875  3.475
C  -1.009  -0.162  2.331
N  0.200  0.411  2.226
C  1.182  0.134  3.096
H  -0.559  -1.827  5.268
H  -2.373  -1.197  3.610
H  -1.715  0.021  1.527
H  2.143  0.601  2.913

Density functional theory data (ωB97M-V/def2-TZVPD) for a cluster of 2 separate species, C3H4N2O in total at a distorted geometry.

Results
F_max: 0.0927 Eh/bohr
relative energy (zero: lowest compared OMol25 entry of this formula, charge and spin): 82.0 kcal per mole
total charge: 0
Kohn-Sham gap: 0.3150 Ha

Positions of all 10 atoms, in Å:
C  0.029  -1.030  0.574
C  -0.643  0.113  0.331
C  -0.754  0.654  -0.964
N  2.805  1.327  0.333
N  2.058  2.131  0.486
O  -1.244  -0.134  -1.831
H  -0.068  -1.424  1.545
H  0.572  -1.480  -0.162
H  -1.112  0.720  1.200
H  -1.644  -0.878  -1.513

Density functional theory data (ωB97M-V/def2-TZVPD) for a structure of composition C60H41Cl8N6O5PTi at a distorted geometry.

Results
F_max: 0.1040 Eh/bohr
total charge: -1
Kohn-Sham gap (spin up / spin down): 0.1649 / 0.1435 Ha
multiplicity: 2

Positions of all 122 atoms, in Å:
Ti  -0.553  -0.205  0.803
C  -2.235  1.763  -3.275
N  -2.577  0.722  -2.331
C  -1.602  -0.029  -1.733
N  -2.108  -0.647  -0.618
C  -3.496  -0.529  -0.737
C  -3.776  0.441  -1.715
C  -4.959  1.290  -1.899
C  -5.852  1.568  -0.796
C  -6.913  2.434  -1.004
C  -7.024  3.232  -2.159
C  -6.140  2.964  -3.192
C  -5.283  1.949  -3.070
C  -4.508  -1.236  0.004
C  -5.421  -1.902  -0.835
C  -6.506  -2.675  -0.266
C  -6.713  -2.595  1.133
C  -5.863  -1.842  1.924
C  -4.682  -1.252  1.375
P  0.045  -0.411  -2.609
C  0.975  0.706  -1.511
N  1.261  0.440  -0.218
C  2.189  1.462  0.256
C  2.200  2.507  -0.702
N  1.450  1.966  -1.819
C  1.286  2.568  -3.130
C  2.500  3.959  -0.624
C  3.259  4.519  -1.661
C  3.536  5.824  -1.763
C  2.876  6.788  -0.921
C  2.053  6.250  0.039
C  2.010  4.852  0.329
C  3.075  1.281  1.349
C  3.695  2.388  1.988
C  4.731  2.142  2.847
C  5.124  0.866  3.173
C  4.368  -0.224  2.787
C  3.465  -0.016  1.779
C  1.111  -1.821  -2.461
N  0.733  -2.895  -1.731
C  1.885  -3.428  -1.290
C  3.011  -2.819  -1.925
N  2.480  -1.763  -2.680
C  3.176  -0.862  -3.601
C  4.373  -3.400  -2.004
C  5.486  -2.611  -2.211
C  6.761  -3.173  -2.397
C  6.942  -4.499  -2.126
C  5.882  -5.264  -1.604
C  4.607  -4.704  -1.485
C  1.737  -4.380  -0.126
C  0.394  -4.893  0.052
C  -0.343  -5.362  1.066
C  0.738  -3.806  2.775
C  2.161  -4.004  2.291
C  2.606  -4.191  0.977
H  -1.184  1.587  -3.505
H  -2.803  1.557  -4.194
H  -2.493  2.792  -3.025
H  -5.623  1.313  0.198
H  -7.711  2.498  -0.252
H  -7.806  4.008  -2.255
H  -6.109  3.563  -4.108
H  -4.649  1.700  -3.885
H  -5.211  -1.995  -1.815
H  -7.197  -3.196  -0.877
H  -7.477  -3.155  1.612
H  -6.201  -1.689  2.984
H  -3.887  -0.962  2.130
H  2.106  3.258  -3.361
H  1.197  1.877  -3.972
H  0.451  3.328  -3.144
H  3.732  3.974  -2.506
H  4.266  6.186  -2.517
H  2.969  7.847  -1.207
H  1.402  6.968  0.554
H  1.438  4.495  1.201
H  3.322  3.397  1.677
H  5.237  3.047  3.284
H  5.951  0.765  3.776
H  4.486  -1.232  3.162
H  3.084  -0.912  1.294
H  2.814  -0.997  -4.674
H  3.100  0.219  -3.350
H  4.206  -1.163  -3.626
H  5.402  -1.500  -2.301
H  7.472  -2.484  -2.820
H  7.859  -4.928  -2.493
H  6.165  -6.277  -1.171
H  3.788  -5.416  -1.246
H  -0.132  -4.917  -0.926
H  -1.235  -5.901  0.868
H  0.853  -3.681  3.859
H  2.828  -3.802  3.096
H  3.723  -4.240  0.805
Cl  -2.399  -6.562  2.923
C  -1.446  -5.112  3.281
C  -1.989  -4.240  4.205
Cl  -2.870  -4.895  5.525
C  -1.849  -2.822  4.085
Cl  -2.652  -1.611  5.086
C  -1.285  -2.126  2.876
O  -1.841  -1.109  2.327
C  -0.007  -2.532  2.268
O  0.369  -1.882  1.244
C  -0.149  -5.113  2.552
Cl  1.130  -6.443  3.336
Cl  -0.957  4.123  5.985
C  -0.765  3.559  4.332
C  -1.235  4.262  3.248
Cl  -1.877  5.827  3.443
C  -1.353  3.776  1.948
Cl  -1.997  4.507  0.525
C  -1.110  2.394  1.783
O  -1.452  1.652  0.784
C  -0.364  1.767  2.822
O  0.116  0.551  2.525
C  -0.256  2.289  4.132
Cl  0.673  1.439  5.224
O  -3.388  4.569  -2.195
H  -3.326  5.120  -1.346
H  -3.484  5.233  -2.909

Density functional theory data (ωB97M-V/def2-TZVPD) for the molecule C3H4N2O2 at a distorted geometry.

Results
SMILES string: CONC(=O)C#N
F_max: 0.1437 Eh/bohr
relative energy (zero: lowest compared OMol25 entry of this formula, charge and spin): 124.6 kcal per mole
total charge: 0
Kohn-Sham gap: 0.3920 Ha

Positions of all 11 atoms, in Å:
C  -1.132  0.684  -0.845
O  -0.492  -0.443  -0.700
N  0.835  -0.266  -0.495
C  1.316  -0.642  0.745
O  2.490  -0.624  0.908
C  0.285  -0.604  1.793
N  -0.356  -0.388  2.758
H  -0.718  1.511  -0.183
H  -1.401  0.950  -2.101
H  -2.237  0.287  -0.506
H  1.411  -0.464  -1.373